<P>
C3H10N2 | ωB97M-V/def2-TZVPD

Element x y z (Å)
H: -0.3916 3.2994 0.7963
H: 1.1830 2.8842 0.1481
C: 0.2754 2.4715 0.6178
H: 1.4751 1.3940 -1.6750
N: -0.0050 -3.0941 0.7685
N: -0.3277 1.5244 -0.3086
H: -0.9238 2.0414 -0.9425
H: 0.2150 0.1235 -1.7905
H: 0.9417 -2.8875 0.4326
C: -0.8589 -2.3221 0.1976
H: 0.4808 1.9756 1.5404
H: -1.8377 -2.7213 0.4926
C: 0.6988 0.8096 -1.1213
H: 1.3843 0.2779 -0.4349
H: -0.6029 -1.3318 -0.1280

Computed properties:
HOMO-LUMO gap = 10.187 eV
spin multiplicity = 1
SMILES = C=N.CNC

=====

<Q>
C3H10N2 | ωB97M-V/def2-TZVPD

Element x y z (Å)
H: 1.8261 0.6253 0.4755
H: 0.8556 1.9143 -1.1891
H: -1.2449 -1.9612 1.6163
H: 0.5425 -1.6508 -0.2309
H: 1.3039 -1.3466 1.5823
H: -1.2713 -0.4429 0.9446
N: -0.7304 -1.1492 1.5327
C: 0.7306 0.4708 0.4092
H: 0.7161 0.1199 -1.5930
N: -1.1549 0.9433 -1.2325
H: 0.3954 1.0027 1.3412
C: 0.4557 -1.1118 0.7862
H: -1.2188 1.5409 -2.0361
C: 0.3135 0.9708 -0.8615
H: -1.5193 0.0745 -1.5449

Computed properties:
HOMO-LUMO gap = 10.222 eV
spin multiplicity = 1
SMILES = NCCCN

=====

<R>
C3H10N2 | ωB97M-V/def2-TZVPD

Element x y z (Å)
H: -1.3103 -2.3587 -0.6400
H: 0.1138 2.4555 0.8171
H: 0.7233 0.8851 -1.7115
C: 1.1355 2.0715 0.6954
H: -0.7755 -0.0114 0.4348
H: -2.3891 -0.0478 0.7273
H: 2.4299 0.5268 -1.4329
H: -2.1756 -2.4293 0.8863
H: 1.9002 2.8255 0.4217
N: -1.6530 -0.4781 0.1897
N: 1.2679 0.8290 0.4036
H: 1.1711 -0.6640 -1.0739
C: -1.3791 -1.8960 0.3729
H: -0.4721 -2.1010 0.9199
C: 1.4131 0.3930 -1.0101

Computed properties:
HOMO-LUMO gap = 8.128 eV
spin multiplicity = 1
SMILES = C=NC.CN

=====

<S>
C3H10N2 | ωB97M-V/def2-TZVPD

Element x y z (Å)
C: -0.5023 -0.2281 0.2952
H: 0.5323 -0.9119 -2.8101
C: -0.5267 1.1737 0.9228
C: 0.1349 -1.2747 -1.8632
H: 1.5216 1.3139 1.2467
H: -0.9443 -1.3306 -1.9447
H: 1.3602 -0.6050 -0.4000
N: 0.6478 1.5354 1.7000
N: 0.4729 -0.3136 -0.7921
H: -0.3470 -1.0015 1.0642
H: -1.3874 1.2027 1.5911
H: -1.5093 -0.4279 -0.0888
H: 0.5772 -2.2539 -1.6915
H: 0.6190 1.2386 2.6614
H: -0.6488 1.8830 0.1091

Computed properties:
HOMO-LUMO gap = 9.828 eV
spin multiplicity = 1
SMILES = CNCCN

=====

How far above the most stable structure does each one sit? In hartree: <P> 0.0502; <Q> 0.0455; <R> 0.1047; <S> 0.0000.

=====

<P>
C3H3Br2Cl | ωB97M-V/def2-TZVPD

Element x y z (Å)
H: 1.0399 -1.2122 0.6496
Br: -1.5837 -1.8972 -0.2164
H: 0.8848 -0.2779 -1.7391
Br: -2.0937 1.0810 0.6165
Cl: 0.4572 2.0409 -1.0720
C: 0.5821 -0.1977 0.5760
H: 1.0640 0.4751 1.4407
C: 0.5658 0.3518 -0.8186
C: -0.9164 -0.3638 0.5633

Computed properties:
HOMO-LUMO gap (spin up / spin down) = 7.977 / 7.894 eV
spin multiplicity = 1

=====

<Q>
C3H3Br2Cl | ωB97M-V/def2-TZVPD

Element x y z (Å)
H: 1.4394 0.4609 1.4382
C: -1.3288 0.5722 -0.7258
Br: -2.2927 -1.0248 -0.5035
H: 0.2531 -0.8614 -1.1309
H: 0.9300 0.9342 -1.1683
C: 0.5620 0.0806 -0.4918
C: 1.1207 -0.2281 0.6777
Br: -1.7712 1.8023 0.5642
Cl: 1.0876 -1.7358 1.3402

Computed properties:
HOMO-LUMO gap (spin up / spin down) = 7.197 / 6.805 eV
spin multiplicity = 1

=====

How far above the most stable structure does each one sit? In hartree: <P> 0.0000; <Q> 0.0553.

=====

<P>
CH4N2O2S | ωB97M-V/def2-TZVPD

Element x y z (Å)
H: -2.4053 0.5609 -0.5815
H: 1.9633 0.1498 2.1884
H: -0.8943 0.2607 -1.8970
N: 0.9447 1.4638 -0.5034
N: -0.9146 -0.6391 -0.0721
O: 2.2219 -0.1273 1.3022
C: -1.4494 0.1690 -0.9145
S: 1.7360 0.2825 -0.3101
O: 0.1108 -1.3937 -0.1656
H: -1.3131 -0.7267 0.9536

Computed properties:
HOMO-LUMO gap (spin up / spin down) = 6.596 / 7.111 eV
spin multiplicity = 3

=====

<Q>
CH4N2O2S | ωB97M-V/def2-TZVPD

Element x y z (Å)
S: -0.5644 1.8326 1.1719
H: -0.7906 0.8602 2.0739
O: 0.7666 0.5771 -0.7186
O: 1.4825 -0.2300 -2.6644
N: 0.5693 -0.2056 -1.9706
N: -0.2412 -0.9565 1.0768
H: -0.4092 -1.7383 0.5530
C: -0.3586 0.4648 0.0700
H: 0.7401 -1.0534 1.0953
H: -1.1945 0.4490 -0.6874

Computed properties:
HOMO-LUMO gap (spin up / spin down) = 9.363 / 6.948 eV
spin multiplicity = 3

=====

How far above the most stable structure does each one sit? In hartree: <P> 0.0524; <Q> 0.0000.

=====

<P>
C2H2NO3S | ωB97M-V/def2-TZVPD

Element x y z (Å)
H: -0.1147 0.3525 -0.5404
H: -1.0627 1.4797 0.6546
O: -2.8640 -0.7965 -1.2588
S: 0.9988 0.5424 1.5931
C: 0.9669 1.7874 0.4182
N: -3.5905 0.1315 -1.6124
O: -3.6203 1.1715 -0.9169
O: 1.6818 2.7370 0.1158
C: -0.1884 0.9891 0.2651

Computed properties:
HOMO-LUMO gap = 6.009 eV
net charge = -1
spin multiplicity = 1

=====

<Q>
C2H2NO3S | ωB97M-V/def2-TZVPD

Element x y z (Å)
C: -0.4694 0.7991 0.8449
S: 1.6444 1.4790 -1.1382
O: -0.5383 -1.6364 -0.2356
N: 0.6145 -0.8642 -0.5558
O: -1.6454 0.3624 0.6221
O: -0.0475 1.4026 1.7975
H: 1.0054 -1.1677 -1.3647
H: -1.0905 -0.9209 0.3193
C: 0.5267 0.5461 -0.2894

Computed properties:
HOMO-LUMO gap = 8.005 eV
net charge = -1
spin multiplicity = 1
SMILES = O=C([O-])C(=S)NO

=====

How far above the most stable structure does each one sit? In hartree: <P> 0.0886; <Q> 0.0000.

=====

<P>
C5H15NO | ωB97M-V/def2-TZVPD

Element x y z (Å)
C: -0.6963 -0.2901 1.1000
C: 2.4599 1.3787 -0.6279
H: -1.5063 -0.3105 -2.6554
H: 2.1239 0.5242 1.4344
H: 2.0088 -0.6900 0.1043
H: -0.3801 -0.1897 2.2598
C: -0.8485 -1.7580 0.9193
H: 1.6953 2.0147 -1.0977
H: -1.7602 -2.1412 1.4509
H: -2.2459 1.3001 1.2120
H: 3.0999 0.9774 -1.3462
H: -0.8151 -2.1201 -0.1495
H: -0.0793 0.5590 -0.6230
H: -2.2095 0.5594 -0.3874
O: -0.6604 -0.5834 -2.2353
H: -2.9118 -0.2595 0.9796
H: 3.0296 2.1345 -0.1693
C: -2.1113 0.3836 0.6817
H: -0.0331 -2.2051 1.4274
C: 1.7289 0.4368 0.4011
H: -0.1443 -0.2156 -3.0272
N: 0.2559 0.4947 0.3483

Computed properties:
HOMO-LUMO gap (spin up / spin down) = 3.183 / 8.473 eV
net charge = -1
spin multiplicity = 2

=====

<Q>
C5H15NO | ωB97M-V/def2-TZVPD

Element x y z (Å)
H: -3.7867 0.5932 -0.7325
H: 2.0427 2.6268 -0.1594
C: 0.8236 -0.5420 -0.6147
H: 0.9237 -1.3675 -1.4667
H: -1.9206 -0.5560 0.3366
C: 1.9758 -1.9745 1.2488
O: 1.4978 3.2179 0.3245
H: 1.0604 2.6516 0.9619
H: -0.3399 -1.5198 0.9904
C: -1.7884 -0.0898 -0.6005
H: -0.3715 1.0115 -1.5377
H: 1.8550 -2.2629 2.3222
C: 0.7851 -1.1125 0.8092
H: -2.3894 1.6590 -0.0582
H: 1.7085 0.1137 -0.7767
H: -1.9205 -0.9579 -1.3784
H: 2.9657 -1.3430 1.2437
H: 0.6133 -0.1703 1.5108
N: -0.3693 0.4286 -0.6529
H: -2.6191 1.6145 -1.7505
C: -2.7267 1.0116 -0.8313
H: 1.9804 -3.0323 0.8113

Computed properties:
HOMO-LUMO gap (spin up / spin down) = 2.583 / 9.079 eV
net charge = -1
spin multiplicity = 2

=====

<R>
C5H15NO | ωB97M-V/def2-TZVPD

Element x y z (Å)
H: -0.3435 1.2420 2.5808
H: -0.1701 -0.5160 -2.1965
H: 1.0712 1.4001 1.4426
H: 1.3714 0.5203 -0.4752
H: -0.9773 -1.1986 1.9930
C: -1.5419 -0.5912 1.2821
H: 0.9326 -1.9253 1.1609
O: 0.7429 1.4166 -3.3840
H: -1.9808 -1.3055 0.5476
N: 1.2722 -1.0715 0.7453
H: 1.0788 -1.7068 -1.7058
H: 1.2008 1.2969 -2.5424
H: -0.3952 2.5186 1.4512
H: 1.8714 -0.6304 1.4303
H: -2.3170 -0.1136 1.8765
H: -0.4794 -1.8498 -1.1449
C: 0.2497 -1.0676 -1.3540
H: -1.3832 0.9148 -0.1020
H: -0.0760 0.9431 -3.5463
C: -0.6517 0.4546 0.5938
C: -0.0446 1.4993 1.5473
C: 0.5697 -0.2301 -0.2002

Computed properties:
HOMO-LUMO gap (spin up / spin down) = 2.623 / 9.268 eV
net charge = -1
spin multiplicity = 2

=====

How far above the most stable structure does each one sit? In hartree: <P> 0.0113; <Q> 0.0354; <R> 0.0000.

=====

<P>
C5H7N3 | ωB97M-V/def2-TZVPD

Element x y z (Å)
H: -0.8643 -1.7119 1.8015
C: -1.4470 -0.1747 0.2818
H: 0.1421 1.3589 -1.8934
H: 2.4566 -0.1628 -1.6916
H: 0.1706 0.5259 1.2617
C: 0.5644 0.7684 -0.9440
H: 2.5919 0.1511 0.3347
N: 0.3367 -1.5558 0.0943
H: -2.0308 1.3899 1.4146
N: -1.7093 1.1838 0.5227
C: -0.6504 -1.2813 0.8073
H: -1.7764 -0.5354 -0.6947
C: -0.4239 0.7681 0.2881
N: 0.6960 -0.7638 -0.9709
C: 1.9437 0.0395 -0.6121

Computed properties:
HOMO-LUMO gap = 9.686 eV
spin multiplicity = 1
SMILES = C1=NN2C[C@@H]2[C@H]2N[C@H]12

=====

<Q>
C5H7N3 | ωB97M-V/def2-TZVPD

Element x y z (Å)
C: 1.8184 -0.4210 0.1306
H: -0.3892 2.9753 -0.2102
N: 0.3975 2.2465 0.0851
H: 3.5671 -0.5245 -0.1243
N: 0.3598 -0.0505 0.2827
H: -0.6382 -1.7499 1.0027
H: 1.9322 -1.5184 0.5115
C: -1.6111 0.7689 0.0974
H: -0.2320 -1.9591 -0.7811
C: -1.9303 -0.5402 -0.1153
C: -0.2410 1.1697 0.1575
C: -0.5238 -1.1529 0.0393
N: 2.8716 0.2524 -0.2252
H: -2.9480 -0.9307 -0.5015
H: -2.4331 1.4344 -0.3493

Computed properties:
HOMO-LUMO gap = 9.497 eV
spin multiplicity = 1
SMILES = [H]/N=C/N1CC=C/C1=N\[H]

=====

How far above the most stable structure does each one sit? In hartree: <P> 0.1791; <Q> 0.0000.

=====

<P>
C5H7N3 | ωB97M-V/def2-TZVPD

Element x y z (Å)
C: -1.6413 -0.2032 -0.2100
H: -2.2086 -0.0005 -1.0609
C: 3.0778 0.0384 -0.3812
H: 1.0684 -2.0030 0.2201
C: 0.2998 -1.3352 0.0800
C: -0.9980 -1.5487 -0.2290
H: -1.6299 2.3889 0.4795
H: 2.6237 0.8654 -0.8238
H: -2.3366 0.0025 0.5193
H: -1.6829 -2.3338 -0.3484
H: 0.2932 2.4835 0.8486
C: -0.5764 1.9227 0.4213
N: 3.6288 -0.8794 0.0719
N: 0.5980 -0.0416 0.2374
N: -0.5160 0.6439 0.1751

Computed properties:
HOMO-LUMO gap (spin up / spin down) = 7.556 / 7.561 eV
spin multiplicity = 1

=====

<Q>
C5H7N3 | ωB97M-V/def2-TZVPD

Element x y z (Å)
H: -2.7675 -1.7866 -0.7632
H: -2.2739 -1.3922 0.9146
N: 1.3261 -0.4940 -0.3134
N: -3.0383 1.6273 -0.0195
H: 3.1763 0.0339 0.9937
H: 1.5046 0.8082 1.4856
H: 2.9408 0.7796 -1.3372
C: -2.2406 -1.0099 -0.1181
C: 1.9172 0.7610 -0.8064
C: 2.0690 0.3772 0.6317
C: -2.6856 0.5023 -0.0239
N: -1.0578 -0.6341 -0.7432
H: 1.4644 1.6614 -1.2588
H: -0.3204 -0.6373 1.2599
C: -0.0142 -0.5969 0.0982

Computed properties:
HOMO-LUMO gap = 10.005 eV
spin multiplicity = 1
SMILES = N#CC/N=C/N1CC1

=====

<R>
C5H7N3 | ωB97M-V/def2-TZVPD

Element x y z (Å)
H: -3.0941 -1.6229 -0.8538
H: 0.7808 -1.5049 0.0205
H: 1.0786 1.9903 0.2266
N: -2.5066 0.1788 0.5564
H: -0.5748 2.6272 -0.4020
C: 1.0464 -0.4245 -0.0549
H: -2.2046 0.2364 1.5975
C: 2.4740 -0.2760 -0.0244
H: -1.9866 -2.0488 0.5895
C: -1.4702 0.0283 -0.4712
C: -0.1009 0.3230 -0.0241
N: 3.7165 -0.5690 0.1309
N: 0.1863 1.6699 -0.0478
H: -1.9081 0.4475 -1.3403
C: -2.2601 -1.1646 -0.1445

Computed properties:
HOMO-LUMO gap = 8.658 eV
spin multiplicity = 1
SMILES = N#C/C=C(\N)[C@H]1CN1

=====

How far above the most stable structure does each one sit? In hartree: <P> 0.0000; <Q> 0.0065; <R> 0.0333.

=====

<P>
C5H7N3 | ωB97M-V/def2-TZVPD

Element x y z (Å)
H: 3.7813 -1.6788 -0.3530
C: 1.0512 0.1100 0.2136
H: 0.1331 2.3428 0.5178
H: 3.7996 0.2523 0.1156
C: -3.2494 -1.3680 -0.1188
H: -1.0557 2.1592 -1.1082
N: 2.0394 -0.6364 -0.2500
H: 1.2491 0.6355 1.1625
C: -0.5769 1.8479 -0.1416
C: -1.2092 0.4690 0.3710
H: -1.2779 0.4028 1.4981
H: -3.8123 -2.7155 0.0293
N: -0.1137 0.4787 -0.4875
C: -2.4777 -0.2921 0.0703
N: 3.2108 -0.6992 0.1333

Computed properties:
HOMO-LUMO gap = 8.177 eV
spin multiplicity = 1

=====

<Q>
C5H7N3 | ωB97M-V/def2-TZVPD

Element x y z (Å)
C: 1.3557 -1.1424 0.0585
H: 1.0759 -1.1931 1.2486
H: 3.0039 -0.2261 -0.0549
H: -3.1106 -0.5412 0.3218
H: -2.0095 1.4834 0.7838
N: -2.1412 -0.4143 -0.2441
N: -1.1838 -1.3046 -0.2536
H: -2.3519 1.3947 -0.8340
C: -0.0462 -0.7234 -0.1524
C: 1.2706 1.1969 -0.0686
C: -1.5722 0.9956 -0.0556
N: 2.0946 -0.0168 -0.4405
C: -0.0710 0.7248 -0.2388
H: 1.8661 2.1191 0.1607
H: 1.8195 -2.3527 -0.2307

Computed properties:
HOMO-LUMO gap = 7.566 eV
spin multiplicity = 1
SMILES = C1=C2CNN=C2CN1

=====

How far above the most stable structure does each one sit? In hartree: <P> 0.1650; <Q> 0.0000.

=====

<P>
C10H23NSi | ωB97M-V/def2-TZVPD

Element x y z (Å)
H: 2.3260 -2.7060 -0.9956
C: 0.7635 1.7619 -0.0501
H: 1.8179 1.7499 -0.1296
C: 3.2469 -0.6598 0.3472
H: -3.7242 0.0495 -1.2273
H: 0.7607 -2.9476 -0.2540
H: 3.8156 -0.5858 -0.5974
H: 0.1689 -0.7389 -2.9473
C: -3.5038 -1.2786 1.0944
C: -2.4060 -0.7304 0.2789
H: 2.4352 -3.3804 0.6258
H: 3.8388 -1.4178 0.8956
H: 1.5628 0.0483 -2.5220
H: -0.7487 3.2866 -0.7735
H: -0.9416 -1.9288 0.7694
H: 0.0367 2.9787 1.6838
C: -2.9589 0.4654 -0.5062
H: 3.2925 0.3537 0.7500
H: -3.9232 -0.4569 1.5218
C: 0.0831 1.9117 1.3949
H: 0.8386 1.5563 2.0921
C: -1.0811 -1.0139 0.3471
H: -3.0462 -1.8954 1.8690
H: 1.7054 -1.0665 1.4212
H: 0.9299 3.7689 -0.7615
H: -3.4704 1.1146 0.2204
H: -0.9182 1.4340 1.3816
Si: 0.4711 -0.1889 -0.4920
C: 1.8916 -1.1649 0.3119
H: -4.1764 -1.7639 0.4656
C: 0.2884 2.9214 -0.8923
H: -2.1405 0.9527 -1.0800
C: 1.8527 -2.7055 -0.0512
H: 0.1479 2.7160 -1.9937
N: 0.7652 -0.4397 -2.1971

Computed properties:
HOMO-LUMO gap = 9.388 eV
spin multiplicity = 1
SMILES = CC(C)=C[Si](N)(C(C)C)C(C)C

=====

<Q>
C10H23NSi | ωB97M-V/def2-TZVPD

Element x y z (Å)
H: 1.5925 -1.2442 -0.8948
C: 2.6481 0.0356 0.2981
H: 4.6480 -1.1247 0.1948
C: 0.3935 2.4470 0.3133
H: -3.7356 -1.4664 -0.3204
H: 2.3949 -0.4073 1.2006
C: -1.6380 -1.5228 0.3477
Si: -1.0135 0.1265 -0.2615
H: 0.9736 2.6268 1.2530
H: -1.3407 0.4830 2.6740
H: -2.4552 -0.1242 -2.1775
H: -2.8189 -2.4850 -1.2525
H: 4.0205 -0.4443 -1.3617
H: 4.7775 0.5824 -0.1876
N: 1.7360 -0.2374 -0.8671
H: -1.5780 2.3958 0.6354
H: -0.0699 -2.8210 -0.5072
H: 0.2263 -2.2022 0.9793
C: -1.6136 0.5530 -1.9707
C: 4.1305 -0.2602 -0.2981
H: -0.1389 2.0201 -2.6586
C: -1.0924 1.3589 -2.9052
H: 2.5418 1.1499 0.4230
H: -3.2474 -3.0172 0.2292
H: 0.8678 1.8147 -0.4469
H: -0.9660 -3.3868 0.8852
H: -1.4829 1.4866 -3.8696
H: -2.0385 -1.3779 1.4370
H: 0.1029 3.4082 -0.0617
C: -2.9442 -2.1693 -0.2056
C: -0.7640 1.3789 2.4301
H: -1.0212 2.1837 3.1050
C: -0.7530 1.6550 0.8781
H: 0.2121 1.1237 2.6137
C: -0.5543 -2.5391 0.3493

Computed properties:
HOMO-LUMO gap (spin up / spin down) = 7.349 / 7.350 eV
spin multiplicity = 1

=====

How far above the most stable structure does each one sit? In hartree: <P> 0.0000; <Q> 0.1484.